57
Properties=species:S:1:pos:R:3:lowdin_spin:R:1 method="wB97M-V/def2-TZVPD" orbital_gap_ev="8.328 / 7.766" e_homo_ev="-6.792 / -6.784" max_force_ha_per_bohr=0.06517 e_tot_ha=-7303.98545 charge=-1 spin_multiplicity=4
Tc 0.01019 0.22896 1.10090 2.456
O 0.47779 -4.31762 0.50398 0.000
As -0.33952 -2.89981 -0.07456 0.012
O -1.86726 -3.37180 -0.33112 0.004
O -0.26257 -1.69263 1.08843 0.136
C 0.42538 -2.15366 -1.71368 0.002
C -0.38374 -2.16253 -2.84272 0.000
C 0.01240 -1.46434 -3.97033 0.001
C 1.19975 -0.74791 -3.97025 0.000
C 1.99128 -0.72664 -2.83362 0.001
C 1.59553 -1.42694 -1.71090 0.001
S 2.49989 -1.20529 -0.18421 0.008
O 2.28447 -2.38679 0.60304 0.006
O 3.85990 -0.91925 -0.53900 -0.003
O 1.85023 0.04033 0.37115 0.048
H 1.29432 -3.98867 0.91110 0.000
H -1.32935 -2.69362 -2.78993 0.000
H -0.62432 -1.44325 -4.84125 0.000
H 1.49729 -0.18685 -4.84490 0.000
H 2.90131 -0.15187 -2.78218 0.000
O 2.83121 0.92666 4.64136 -0.001
As 2.58123 0.16695 3.05479 0.011
O 3.34821 -1.23542 3.20118 0.012
O 0.93006 0.07829 2.87319 0.130
C 3.45826 1.38141 1.78158 0.005
C 4.68330 0.99956 1.25258 0.001
C 5.25226 1.74230 0.22992 0.000
C 4.58581 2.84177 -0.29075 0.001
C 3.36240 3.22200 0.23876 0.001
C 2.82005 2.49306 1.27709 0.003
S 1.25078 3.00549 1.94059 0.010
O 1.26338 2.74006 3.36103 0.007
O 1.06943 4.39584 1.60869 0.000
O 0.21749 2.19403 1.19186 0.078
H 2.22575 1.67810 4.64726 0.000
H 5.16103 0.10158 1.62480 0.000
H 6.20360 1.44438 -0.18898 0.000
H 5.01614 3.40184 -1.10902 0.000
H 2.80174 4.07102 -0.12176 0.000
N -0.18079 0.99634 -1.80372 0.047
C -0.75828 0.57483 -0.78244 -0.010
H -0.76514 1.18190 -2.61965 0.000
O -4.41623 -1.02464 2.36447 0.001
C -4.95293 -0.69499 1.19315 0.001
C -6.31173 -0.97132 0.99414 0.000
C -6.93390 -0.65610 -0.19227 0.001
C -6.22191 -0.04477 -1.22025 0.000
C -4.88551 0.22522 -1.05227 0.000
C -4.22879 -0.08600 0.14813 0.000
C -2.79953 0.17500 0.26548 0.004
O -2.19077 0.39425 -0.87469 -0.001
O -2.17717 0.20440 1.35155 0.025
H -3.46203 -0.82589 2.38105 0.000
H -6.84668 -1.45351 1.79731 0.000
H -7.98392 -0.87240 -0.32107 0.000
H -6.71394 0.20471 -2.14788 0.000
H -4.32583 0.69419 -1.84521 0.000